(1)
This record from the OMol25 dataset describes a structure of composition C10H13BrCsN2O2Se3Te. The level of theory is ωB97M-V/def2-TZVPD.

Summary:
Charge: -1
Calculated total energy, a.u.: -10715.49306

Last column: Löwdin charge in e.
Positions of all 33 atoms, in Å:
Cs (-2.017, -0.233, -1.392)  0.702
Se (-3.959, -3.005, -1.955)  -0.448
Se (-4.151, -2.430, 0.331)  -0.445
Te (-1.948, -3.104, 1.424)  0.129
Se (-0.765, -0.944, 1.925)  -0.374
O (1.319, 3.384, -0.980)  0.109
C (0.190, 2.709, -0.762)  -0.513
O (-0.621, 2.506, -1.634)  -0.021
C (0.021, 2.208, 0.668)  -0.307
N (1.187, 2.583, 1.489)  -0.023
C (0.713, 3.379, 2.640)  -0.189
C (-0.596, 3.982, 2.148)  -0.165
C (-1.204, 2.829, 1.351)  -0.129
H (-0.091, 1.117, 0.629)  -0.011
H (1.767, 3.368, -0.098)  0.098
H (1.673, 1.750, 1.793)  0.119
H (1.452, 4.128, 2.926)  0.106
H (0.520, 2.734, 3.503)  0.119
H (-0.396, 4.836, 1.494)  0.113
H (-1.230, 4.317, 2.967)  0.109
H (-1.957, 3.146, 0.630)  0.119
H (-1.643, 2.081, 2.013)  0.093
Br (2.401, -6.419, -1.677)  0.719
C (1.562, -4.725, -1.832)  -0.686
C (0.923, -4.389, -3.010)  -0.111
C (0.334, -3.136, -3.070)  -0.143
N (0.354, -2.258, -2.070)  0.003
C (0.951, -2.625, -0.937)  -0.196
C (1.585, -3.850, -0.769)  -0.110
H (0.872, -5.073, -3.844)  0.098
H (-0.191, -2.834, -3.969)  0.110
H (0.901, -1.926, -0.106)  0.018
H (2.046, -4.107, 0.173)  0.106

---

(2)
This record from the OMol25 dataset describes a cluster of 2 separate species, C10H13BrN3 in total at a distorted geometry. The level of theory is ωB97M-V/def2-TZVPD.

Summary:
2S+1: 3
Charge: +1
Energy relative to the best compared isomer or geometry (same formula, charge and spin), eV: 3.763
Calculated total energy, a.u.: -3126.60626

Last column: Löwdin charge in e.
Positions of all 27 atoms, in Å:
C (0.738, 2.369, -2.471)  -0.020
C (0.322, 2.354, -1.172)  0.011
C (1.058, 1.183, -3.178)  -0.069
C (0.542, 0.052, -1.323)  -0.029
C (0.703, -2.015, -1.024)  -0.497
C (0.070, 1.111, -0.565)  -0.250
C (-1.271, 1.452, 1.302)  -0.172
C (-2.608, 1.756, 0.782)  -0.049
C (0.274, -2.436, 2.591)  -0.017
C (1.070, -1.932, 1.401)  -0.182
N (0.914, 0.072, -2.532)  0.044
N (-0.218, 1.028, 0.771)  0.146
N (0.987, -2.633, 0.102)  -0.027
Br (0.778, -2.900, -2.666)  0.849
H (0.907, 3.327, -2.863)  0.100
H (0.230, 3.257, -0.691)  0.107
H (1.375, 1.170, -4.158)  0.104
H (-1.275, 1.378, 2.319)  0.094
H (-3.479, 1.428, 1.405)  0.099
H (-2.845, 1.421, -0.235)  0.085
H (-2.737, 2.914, 0.804)  0.131
H (0.806, -2.359, 3.498)  0.080
H (-0.637, -1.980, 2.676)  0.050
H (0.158, -3.479, 2.493)  0.071
H (2.104, -1.944, 1.532)  0.112
H (0.959, -0.929, 1.085)  0.066
H (1.074, -3.664, 0.115)  0.163

---

(3)
This record from the OMol25 dataset describes an isolated molecule of C10H13BrO at a distorted geometry. The level of theory is ωB97M-V/def2-TZVPD.

Summary:
2S+1: 3
Charge: 0
Calculated total energy, a.u.: -3037.81671

Last column: Löwdin charge in e.
Positions of all 25 atoms, in Å:
C (-1.349, 1.005, 0.317)  -0.460
C (0.514, 0.398, 1.798)  -0.116
C (-0.006, -1.024, 1.846)  -0.054
C (-0.205, -1.539, 0.625)  -0.077
C (0.125, 0.694, 0.340)  -0.391
C (-2.484, 0.423, 0.649)  -0.449
C (0.227, -0.691, -0.460)  -0.456
C (0.834, 1.926, -0.304)  0.002
C (-0.586, -0.867, -1.750)  -0.019
C (1.771, -0.980, -0.776)  -0.013
O (-2.161, 2.010, 0.510)  0.086
Br (-3.976, -0.214, -0.288)  0.737
H (-0.014, 1.097, 2.643)  0.168
H (1.584, 0.682, 2.071)  0.124
H (-0.360, -1.460, 2.725)  0.087
H (-0.554, -2.486, 0.508)  0.095
H (1.681, 2.326, 0.246)  0.076
H (0.060, 2.717, -0.538)  0.094
H (1.049, 1.519, -1.367)  0.099
H (-1.502, -0.230, -1.588)  0.053
H (-1.025, -1.817, -1.913)  0.069
H (-0.027, -0.551, -2.654)  0.095
H (2.008, -0.199, -1.504)  0.054
H (1.950, -1.932, -1.276)  0.080
H (2.444, -0.808, 0.139)  0.113

---

(4)
This record from the OMol25 dataset describes an isolated molecule of C10H13ClN2 at a distorted geometry. The level of theory is ωB97M-V/def2-TZVPD.

Summary:
Structure (SMILES): CN1CCC[C@H]1c1cncc(Cl)c1
Charge: 0
Energy relative to the best compared isomer or geometry (same formula, charge and spin), eV: 0.466
Calculated total energy, a.u.: -958.53444

Last column: Löwdin charge in e.
Positions of all 26 atoms, in Å:
C (-0.988, 0.910, 1.901)  -0.065
N (-1.293, 0.524, 0.513)  -0.191
C (-2.652, 0.014, 0.285)  -0.162
C (-2.485, -0.954, -0.930)  -0.175
C (-1.034, -1.133, -1.185)  -0.136
C (-0.371, -0.498, 0.033)  -0.326
C (1.008, 0.083, -0.151)  -0.153
C (1.211, 1.292, -0.844)  -0.084
N (2.413, 1.833, -1.078)  0.078
C (3.463, 1.129, -0.644)  -0.183
C (3.424, -0.133, -0.043)  -0.668
Cl (4.887, -0.898, 0.435)  0.681
C (2.153, -0.695, 0.162)  -0.019
H (0.058, 1.214, 1.893)  0.080
H (-1.642, 1.717, 2.228)  0.086
H (-1.102, 0.038, 2.571)  0.088
H (-3.436, 0.807, 0.090)  0.130
H (-2.883, -0.600, 1.196)  0.115
H (-3.040, -1.891, -0.708)  0.116
H (-2.969, -0.528, -1.803)  0.100
H (-0.705, -2.155, -1.382)  0.122
H (-0.700, -0.531, -2.035)  0.118
H (-0.256, -1.274, 0.764)  0.130
H (0.388, 1.866, -1.170)  0.104
H (4.477, 1.519, -0.758)  0.101
H (2.073, -1.655, 0.660)  0.114

---

(5)
This record from the OMol25 dataset describes a cluster of 2 separate species, C10H13ClOS in total at a distorted geometry. The level of theory is ωB97M-V/def2-TZVPD.

Summary:
Charge: 0
Calculated total energy, a.u.: -1322.42449

Last column: Löwdin charge in e.
Positions of all 26 atoms, in Å:
C (2.278, 1.525, -2.113)  -0.072
C (2.790, 1.463, -0.827)  -0.073
C (0.933, 1.273, -2.327)  -0.056
C (1.966, 1.158, 0.239)  -0.043
C (0.107, 0.945, -1.269)  -0.065
C (0.613, 0.882, 0.027)  -0.288
C (-2.086, -2.268, -0.075)  -0.117
C (-0.643, -1.910, 0.256)  -0.174
C (-0.507, -0.968, 1.480)  -0.456
C (-0.201, 0.480, 1.170)  -0.537
O (-1.565, -1.027, 2.381)  -0.092
S (-0.299, 1.478, 2.550)  0.968
Cl (-2.687, 0.993, 0.263)  0.052
H (2.921, 1.775, -2.943)  0.106
H (3.838, 1.654, -0.652)  0.106
H (0.521, 1.332, -3.323)  0.110
H (2.373, 1.098, 1.238)  0.111
H (-0.947, 0.777, -1.419)  0.045
H (-2.557, -2.757, 0.774)  0.076
H (-2.111, -2.945, -0.926)  0.075
H (-2.654, -1.376, -0.324)  -0.008
H (-0.166, -1.446, -0.606)  0.096
H (-0.101, -2.831, 0.481)  0.113
H (0.374, -1.311, 2.052)  0.166
H (-2.321, -0.591, 1.942)  0.019
H (0.132, 2.597, 1.954)  -0.063

---

(6)
This record from the OMol25 dataset describes a structure of composition C10H13F6N2O6S3SiV. The level of theory is ωB97M-V/def2-TZVPD.

Summary:
2S+1: 2
Charge: +1
Energy relative to the best compared isomer or geometry (same formula, charge and spin), eV: 0.087
Calculated total energy, a.u.: -3976.94637

Last column: Löwdin charge in e.
Positions of all 42 atoms, in Å:
V (0.271, 0.005, -0.418)  0.847
F (-2.059, 3.103, -2.892)  0.178
C (-0.935, 2.680, -3.444)  -0.681
F (-0.605, 3.445, -4.462)  0.192
F (-1.082, 1.419, -3.850)  0.155
S (0.406, 2.722, -2.177)  0.695
O (-0.140, 1.800, -1.145)  -0.370
O (0.595, 4.062, -1.775)  -0.182
N (1.655, 2.108, -2.873)  -0.256
S (1.994, 0.602, -3.064)  0.694
O (1.222, -0.268, -2.118)  -0.428
O (2.035, 0.119, -4.390)  -0.180
C (3.699, 0.533, -2.360)  -0.688
F (4.111, -0.721, -2.374)  0.174
F (4.499, 1.292, -3.078)  0.191
F (3.656, 0.976, -1.102)  0.140
O (0.624, 0.937, 1.152)  -0.206
N (1.258, 0.375, 2.202)  -0.146
C (1.263, 1.070, 3.360)  0.026
C (1.911, 0.549, 4.443)  -0.011
C (2.549, -0.690, 4.321)  -0.015
C (2.524, -1.368, 3.125)  -0.038
C (1.858, -0.816, 2.029)  -0.572
S (1.771, -1.504, 0.453)  0.870
H (0.741, 2.014, 3.327)  0.155
H (1.919, 1.102, 5.370)  0.126
H (3.067, -1.117, 5.168)  0.128
H (3.011, -2.324, 3.003)  0.126
C (-3.245, -2.517, -1.260)  -0.146
Si (-2.713, -1.455, 0.153)  0.452
C (-2.251, -2.390, 1.685)  -0.147
C (-3.784, 0.022, 0.452)  -0.143
O (-1.187, -0.759, -0.374)  -0.353
H (-4.204, -2.986, -1.028)  0.049
H (-2.526, -3.312, -1.461)  0.046
H (-3.375, -1.932, -2.172)  0.046
H (-3.123, -2.897, 2.102)  0.049
H (-1.861, -1.720, 2.454)  0.038
H (-1.497, -3.149, 1.469)  0.043
H (-4.772, -0.290, 0.797)  0.049
H (-3.921, 0.603, -0.462)  0.045
H (-3.359, 0.677, 1.214)  0.043